(1)
Molecular formula: C50H40Cl2NO5P2PtSSi
Method: DFT, ωB97M-V/def2-TZVPD

Values from the calculation:
Frontier orbital gap ... 5.0 eV
E ... -4770.1437 a.u.
ΔE to the lowest compared entry with this formula, charge and spin ... 2.201 eV
Net charge ... +1
Highest occupied orbital energy ... -9.2 eV
E_LUMO ... -4.2 eV

Element x y z (Å)
Pt1 0.5889 0.0196 -0.1800
C1 -1.5624 -4.3167 0.0425
Si1 -1.1681 -2.5050 0.1148
C2 0.5787 -1.9773 0.0502
C3 1.5133 -2.8380 -0.3771
C4 2.6952 -2.4336 -1.1062
C5 2.6871 -1.3431 -1.8761
C6 1.5821 -0.4185 -2.1832
C7 0.1821 -0.4297 -2.2630
P1 -1.1581 -1.7029 -2.1201
C8 -0.8299 -3.0232 -3.2956
C9 0.2983 -3.0233 -4.1097
C10 0.5215 -4.0809 -4.9802
C11 -0.3761 -5.1361 -5.0391
C12 -1.5027 -5.1416 -4.2248
C13 -1.7281 -4.0922 -3.3510
C14 -2.6665 -0.8420 -2.5888
C15 -3.1114 0.1999 -1.7710
C16 -4.2837 0.8641 -2.0829
C17 -5.0203 0.4878 -3.2006
C18 -4.5795 -0.5458 -4.0126
C19 -3.3985 -1.2112 -3.7129
C20 -2.3951 -1.4576 1.0310
C21 -3.7488 -1.7562 0.9114
C22 -4.7134 -0.9543 1.5136
C23 -4.3261 0.1493 2.2510
C24 -2.9745 0.4547 2.4027
C25 -2.0143 -0.3371 1.7940
P2 -0.2361 0.0279 1.9973
C26 -0.1014 1.4701 3.0391
C27 -0.3373 2.7419 2.5144
C28 -0.3161 3.8436 3.3542
C29 -0.0521 3.6873 4.7073
C30 0.1801 2.4230 5.2314
C31 0.1513 1.3132 4.4061
C32 0.3817 -1.3896 2.9356
C33 -0.4706 -2.2388 3.6369
C34 0.0538 -3.3006 4.3646
C35 1.4240 -3.5120 4.3963
C36 2.2767 -2.6618 3.7008
C37 1.7562 -1.6095 2.9694
H1 -2.6333 -4.4953 -0.0678
H2 -1.2496 -4.7808 0.9827
H3 -1.0349 -4.8137 -0.7719
H4 1.3650 -3.9055 -0.2262
H5 3.5826 -3.0543 -1.0757
H6 3.6046 -1.0584 -2.3796
H7 1.9806 0.4725 -2.6605
H8 1.0048 -2.2061 -4.0742
H9 1.3993 -4.0782 -5.6126
H10 -0.1986 -5.9589 -5.7191
H11 -2.2040 -5.9641 -4.2703
H12 -2.6121 -4.1022 -2.7228
H13 -2.5389 0.4982 -0.9007
H14 -4.6257 1.6745 -1.4524
H15 -5.9402 1.0058 -3.4381
H16 -5.1486 -0.8325 -4.8867
H17 -3.0523 -2.0015 -4.3660
H18 -4.0739 -2.6148 0.3328
H19 -5.7624 -1.1958 1.4036
H20 -5.0708 0.7756 2.7250
H21 -2.6741 1.3065 3.0005
H22 -0.5213 2.8702 1.4567
H23 -0.4553 4.8381 2.9513
H24 0.0438 4.5572 5.3408
H25 0.4413 2.3203 6.2747
H26 0.3500 0.3340 4.8217
H27 -1.5398 -2.0667 3.6400
H28 -0.6109 -3.9503 4.9187
H29 1.8308 -4.3343 4.9705
H30 3.3469 -2.8196 3.7350
H31 2.4154 -0.9499 2.4201
Cl1 2.3398 5.0562 -5.7033
C38 1.5774 3.7602 -4.8728
C39 1.1954 2.6238 -5.5672
C40 0.5772 1.5779 -4.8962
Cl2 0.0997 0.1762 -5.7764
C41 0.3320 1.6456 -3.5301
O1 -0.4015 0.6359 -2.9663
C42 0.7287 2.7969 -2.8332
C43 0.4888 3.0013 -1.4022
O2 0.0619 2.1547 -0.6360
C44 1.3363 3.8516 -3.5122
H32 1.3685 2.5483 -6.6322
H33 0.7028 4.0117 -1.0234
H34 1.6246 4.7452 -2.9722
N1 3.0974 1.2046 0.0896
C45 3.2277 2.0758 1.2188
C46 2.8743 3.4125 1.0833
C47 2.8412 4.2381 2.1949
C48 3.1817 3.7508 3.4479
C49 3.6011 2.4340 3.5634
C50 3.6267 1.5950 2.4583
S1 3.0841 4.8256 4.8927
O3 2.0369 5.7710 4.5224
O4 2.7025 3.9102 5.9616
O5 4.4055 5.3909 5.0204
H35 3.7894 0.4636 0.0794
H36 3.2365 1.7409 -0.7607
H37 2.6298 3.8119 0.1017
H38 2.5410 5.2760 2.1136
H39 3.8913 2.0641 4.5397
H40 3.9831 0.5754 2.5578

Results of the Mulliken charge analysis, in e, for atoms 1 through 99: number 1, Pt, carries 2.49; number 2, C, carries -1.30; number 3, Si, carries -0.13; number 4, C, carries 1.11; number 5, C, carries -0.77; number 6, C, carries -1.32; number 7, C, carries -1.01; number 8, C, carries 0.14; number 9, C, carries -1.40; number 10, P, carries 2.13; number 11, C, carries 0.51; number 12, C, carries -0.53; number 13, C, carries -0.98; number 14, C, carries -0.68; number 15, C, carries -0.77; number 16, C, carries -0.62; number 17, C, carries 0.92; number 18, C, carries -0.38; number 19, C, carries -1.24; number 20, C, carries -0.80; number 21, C, carries -0.75; number 22, C, carries -0.98; number 23, C, carries 0.62; number 24, C, carries -0.48; number 25, C, carries -1.02; number 26, C, carries -0.92; number 27, C, carries -0.90; number 28, C, carries -0.06; number 29, P, carries 1.66; number 30, C, carries 0.88; number 31, C, carries 0.21; number 32, C, carries -0.57; number 33, C, carries -0.68; number 34, C, carries -0.48; number 35, C, carries -0.86; number 36, C, carries 0.16; number 37, C, carries -0.24; number 38, C, carries -0.86; number 39, C, carries -0.73; number 40, C, carries -0.77; number 41, C, carries -0.16; number 42, H, carries 0.38; number 43, H, carries 0.43; number 44, H, carries 0.44; number 45, H, carries 0.50; number 46, H, carries 0.52; number 47, H, carries 0.59; number 48, H, carries 0.40; number 49, H, carries 0.48; number 50, H, carries 0.47; number 51, H, carries 0.44; number 52, H, carries 0.46; number 53, H, carries 0.52; number 54, H, carries 0.54; number 55, H, carries 0.54; number 56, H, carries 0.44; number 57, H, carries 0.48; number 58, H, carries 0.47; number 59, H, carries 0.31; number 60, H, carries 0.46; number 61, H, carries 0.44; number 62, H, carries 0.61; number 63, H, carries 0.01; number 64, H, carries 0.43; number 65, H, carries 0.21; number 66, H, carries 0.40; number 67, H, carries 0.39; number 68, H, carries 0.54; number 69, H, carries 0.47; number 70, H, carries 0.42; number 71, H, carries 0.50; number 72, H, carries 0.26; number 73, Cl, carries -0.17; number 74, C, carries -0.13; number 75, C, carries -0.51; number 76, C, carries 0.92; number 77, Cl, carries -0.17; number 78, C, carries -1.25; number 79, O, carries 0.51; number 80, C, carries 1.57; number 81, C, carries -0.84; number 82, O, carries -0.35; number 83, C, carries -1.00; number 84, H, carries 0.51; number 85, H, carries 0.46; number 86, H, carries 0.52; number 87, N, carries -0.41; number 88, C, carries -0.17; number 89, C, carries -0.27; number 90, C, carries -1.00; number 91, C, carries 0.04; number 92, C, carries -1.00; number 93, C, carries -0.23; number 94, S, carries 1.33; number 95, O, carries -0.69; number 96, O, carries -0.66; number 97, O, carries -0.68; number 98, H, carries 0.38; number 99, H, carries 0.32



(2)
Molecular formula: C50H40F6N4PS3Ti
Method: DFT, ωB97M-V/def2-TZVPD

Values from the calculation:
Frontier orbital gap ... 5.5 eV
E ... -5132.8200 a.u.
ΔE to the lowest compared entry with this formula, charge and spin ... 7.877 eV
Net charge ... +1
Highest occupied orbital energy ... -9.9 eV
E_LUMO ... -4.4 eV

Element x y z (Å)
Ti1 0.7525 -0.6165 0.4255
C1 -2.3123 5.3318 -3.9704
C2 -1.2413 5.6558 -3.1480
C3 -0.8711 4.8040 -2.1209
C4 -1.5728 3.6165 -1.8960
C5 -2.6408 3.2946 -2.7336
C6 -3.0078 4.1489 -3.7613
C7 -1.1587 2.7494 -0.7951
C8 0.2663 2.5718 -0.2684
C9 0.3127 3.0030 1.1643
C10 -0.5048 2.2959 1.9169
C11 0.8035 1.1929 -0.4618
C12 1.9601 1.3132 -1.4864
C13 1.9869 1.4108 -2.9667
C14 2.8817 0.6127 -3.6742
C15 2.9519 0.6963 -5.0562
C16 2.1344 1.5806 -5.7420
C17 1.2540 2.3926 -5.0390
C18 1.1862 2.3129 -3.6591
C19 3.0858 0.5905 -0.7316
N1 2.5935 -0.0619 0.3352
C20 3.5521 -0.1699 1.3157
C21 3.1636 -0.4723 2.6347
C22 4.2441 -0.6698 3.6192
C23 4.2663 0.0434 4.8189
C24 5.3039 -0.1444 5.7173
C25 6.3141 -1.0533 5.4332
C26 6.2954 -1.7673 4.2433
C27 5.2720 -1.5693 3.3311
C28 1.8221 -0.5557 3.0786
C29 1.4041 -1.0317 4.3369
C30 0.0250 -0.9746 4.3886
C31 -0.4214 -0.4479 3.1666
N2 0.6580 -0.2074 2.3503
C32 -1.8359 -0.2369 2.8219
C33 -2.2476 0.6030 1.8456
C34 -3.5421 0.8478 1.2171
C35 -3.3750 1.6993 0.1828
C36 -1.9604 2.0384 0.0433
N3 -1.3444 1.4334 1.1790
C37 -2.8363 -1.0147 3.6071
C38 -3.4034 -0.4742 4.7580
C39 -4.3282 -1.2045 5.4909
C40 -4.6936 -2.4777 5.0765
C41 -4.1315 -3.0210 3.9304
C42 -3.2037 -2.2927 3.1997
C43 4.7459 0.3386 0.7599
C44 4.4519 0.8101 -0.5214
N4 1.7176 2.4080 -0.5732
H1 -2.6000 5.9943 -4.7759
H2 -0.6925 6.5751 -3.3053
H3 -0.0313 5.0584 -1.4845
H4 -3.1712 2.3578 -2.6067
H5 -3.8351 3.8856 -4.4082
H6 1.0221 3.7391 1.5074
H7 -0.6123 2.3085 2.9916
H8 3.5175 -0.0908 -3.1504
H9 3.6471 0.0661 -5.5957
H10 2.1905 1.6465 -6.8207
H11 0.6270 3.1006 -5.5663
H12 0.5184 2.9736 -3.1242
H13 3.4847 0.7619 5.0301
H14 5.3269 0.4213 6.6393
H15 7.1194 -1.2034 6.1405
H16 7.0779 -2.4823 4.0253
H17 5.2457 -2.1318 2.4060
H18 2.0648 -1.3904 5.1091
H19 -0.6117 -1.2669 5.2067
H20 -4.4632 0.3793 1.5279
H21 -4.1600 2.0495 -0.4705
H22 -3.1211 0.5231 5.0754
H23 -4.7660 -0.7771 6.3835
H24 -5.4148 -3.0465 5.6485
H25 -4.4118 -4.0156 3.6084
H26 -2.7490 -2.7221 2.3145
H27 5.6922 0.4169 1.2710
H28 5.1277 1.3220 -1.1877
C45 -2.0502 -2.8965 -4.5329
C46 -0.9917 -1.9321 -5.0724
S1 -0.1686 -0.8435 -3.8943
C47 -1.4946 0.2230 -3.3224
C48 -2.4869 -0.3459 -2.3096
S2 -1.7439 -1.1076 -0.8464
C49 -2.6158 -2.6866 -0.6741
C50 -2.8579 -3.5561 -1.9127
S3 -1.4931 -3.8117 -3.0688
H29 -2.2985 -3.6072 -5.3223
H30 -2.9726 -2.3676 -4.2983
H31 -1.4209 -1.3394 -5.8836
H32 -0.1662 -2.4986 -5.5080
H33 -2.0603 0.6136 -4.1740
H34 -0.9881 1.0823 -2.8809
H35 -3.1126 -1.1136 -2.7566
H36 -3.1531 0.4521 -1.9770
H37 -3.5870 -2.4653 -0.2247
H38 -2.0324 -3.2293 0.0635
H39 -3.7252 -3.1990 -2.4683
H40 -3.1428 -4.5376 -1.5300
F1 1.0908 -2.2742 -0.7742
P1 1.1358 -3.6350 0.3609
F2 -0.0588 -2.7179 1.1345
F3 1.1263 -4.6974 1.5047
F4 2.2834 -4.2710 -0.4856
F5 0.0024 -4.3328 -0.4746
F6 2.1880 -2.6904 1.1558

Results of the Mulliken charge analysis, in e, for atoms 1 through 99: number 1, Ti, carries -2.94; number 2, C, carries -0.57; number 3, C, carries -0.97; number 4, C, carries -0.04; number 5, C, carries 0.49; number 6, C, carries -0.15; number 7, C, carries -1.40; number 8, C, carries 0.51; number 9, C, carries 1.84; number 10, C, carries -2.19; number 11, C, carries -0.12; number 12, C, carries 2.14; number 13, C, carries 1.12; number 14, C, carries -0.06; number 15, C, carries -0.43; number 16, C, carries -0.98; number 17, C, carries -0.63; number 18, C, carries -0.54; number 19, C, carries 0.57; number 20, C, carries -0.63; number 21, N, carries 1.19; number 22, C, carries -0.62; number 23, C, carries 1.57; number 24, C, carries 0.24; number 25, C, carries -0.22; number 26, C, carries -0.94; number 27, C, carries -0.40; number 28, C, carries -0.98; number 29, C, carries -0.22; number 30, C, carries -0.27; number 31, C, carries -1.09; number 32, C, carries -1.61; number 33, C, carries -0.41; number 34, N, carries 1.13; number 35, C, carries 2.71; number 36, C, carries -0.73; number 37, C, carries -1.55; number 38, C, carries -0.96; number 39, C, carries 0.05; number 40, N, carries 1.04; number 41, C, carries -1.17; number 42, C, carries 0.02; number 43, C, carries -0.85; number 44, C, carries -0.45; number 45, C, carries -1.02; number 46, C, carries 0.31; number 47, C, carries -0.80; number 48, C, carries -1.28; number 49, N, carries -1.19; number 50, H, carries 0.43; number 51, H, carries 0.44; number 52, H, carries 0.51; number 53, H, carries 0.60; number 54, H, carries 0.45; number 55, H, carries 0.50; number 56, H, carries 0.78; number 57, H, carries 0.47; number 58, H, carries 0.44; number 59, H, carries 0.43; number 60, H, carries 0.50; number 61, H, carries 0.16; number 62, H, carries 0.51; number 63, H, carries 0.41; number 64, H, carries 0.42; number 65, H, carries 0.41; number 66, H, carries 0.52; number 67, H, carries 0.77; number 68, H, carries 0.67; number 69, H, carries 0.71; number 70, H, carries 0.67; number 71, H, carries 0.47; number 72, H, carries 0.42; number 73, H, carries 0.41; number 74, H, carries 0.44; number 75, H, carries 0.52; number 76, H, carries 0.69; number 77, H, carries 0.59; number 78, C, carries -0.61; number 79, C, carries -0.98; number 80, S, carries 0.23; number 81, C, carries -0.37; number 82, C, carries -1.62; number 83, S, carries 1.26; number 84, C, carries -1.14; number 85, C, carries -1.30; number 86, S, carries 0.01; number 87, H, carries 0.54; number 88, H, carries 0.29; number 89, H, carries 0.39; number 90, H, carries 0.46; number 91, H, carries 1.06; number 92, H, carries -0.67; number 93, H, carries 0.71; number 94, H, carries 0.18; number 95, H, carries 0.58; number 96, H, carries 0.28; number 97, H, carries 0.60; number 98, H, carries 0.51; number 99, F, carries -0.08